No. 1
Computed, not measured: a molecular structure, C19H40FeNOP3, with ωB97M-V with the def2-TZVPD basis set.

- HOMO level (alpha / beta) (eV) = -15.146 / -15.145
- frontier orbital gap (alpha / beta) (eV) = 5.0 / 2.1
- charge = +3
- multiplicity = 6
- relative energy (zero: lowest compared OMol25 entry of this formula, charge and spin) (kcal per mole) = 19.2

Geometry as XYZ:
```
65
C19H40FeNOP3 (ωB97M-V with the def2-TZVPD basis set)
Fe 0.7083 -0.8270 0.1540
P -0.1482 -0.0590 2.0100
P -0.2188 -2.9704 0.7118
P 1.8888 0.9805 -0.6791
H -1.1169 -1.7046 -1.5981
C -0.2075 -1.1013 -1.7373
C 1.0564 -1.7395 -1.7993
H 1.1350 -2.8207 -1.6913
C -1.8872 0.2608 1.5305
C -0.3656 -0.9306 3.6150
C 0.4874 1.5294 2.6460
C -0.1041 -4.3685 -0.4771
C 0.5338 -3.7890 2.1734
C -2.0263 -3.0663 1.1040
C 2.7054 0.9322 -2.3250
C 3.2492 1.5577 0.3927
C 0.9604 2.5392 -0.8675
H -0.3389 -0.0936 -2.1585
H 1.9029 -1.2560 -2.2854
H -2.2894 1.0210 2.2168
H -2.4867 -0.6576 1.6161
H -1.9495 0.6158 0.4900
H -0.8558 -0.2518 4.3284
H 0.6178 -1.2088 4.0160
H -0.9774 -1.8349 3.5249
H -0.1363 1.8421 3.4950
H 0.4773 2.3072 1.8757
H 1.5191 1.3968 2.9978
H -0.6652 -5.2163 -0.0640
H 0.9448 -4.6640 -0.6022
H -0.5284 -4.0882 -1.4486
H 0.0348 -4.7597 2.2926
H 0.4160 -3.2082 3.0922
H 1.6020 -3.9519 1.9838
H -2.3079 -4.1276 1.0756
H -2.5940 -2.5225 0.3373
H -2.2595 -2.6629 2.0966
H 3.0536 1.9433 -2.5740
H 2.0051 0.5949 -3.0990
H 3.5612 0.2477 -2.2887
H 3.7403 2.3956 -0.1193
H 3.9617 0.7399 0.5506
H 2.8561 1.8987 1.3573
H 1.4124 3.1727 -1.6397
H 0.8826 3.0901 0.0766
H -0.0405 2.2646 -1.2038
C -2.6589 3.1378 -1.5454
C -4.0036 3.4121 -1.2440
C -4.8190 3.9320 -2.2602
C -4.3052 4.2063 -3.5361
C -2.9436 4.0112 -3.7863
C -2.1128 3.4721 -2.7923
O -1.8756 2.3906 -0.6831
H -2.0767 2.5365 0.2613
H -4.3848 3.2010 -0.2387
H -5.8807 4.0944 -2.0537
H -4.9580 4.5996 -4.3239
H -2.5211 4.2511 -4.7670
H -1.0465 3.3256 -2.9727
C 4.6627 -2.5246 1.2511
C 3.3997 -1.9328 0.9232
N 2.3395 -1.5291 0.6528
H 5.4524 -2.1097 0.6066
H 4.6043 -3.6152 1.1072
H 4.9197 -2.3080 2.2983
```

Atomic partial charges in e from the natural (NBO) method, atoms 1 to 4:
1 Fe 1.27
2 P 0.86
3 P 0.81
4 P 0.79

=====

No. 2
Computed, not measured: 9 unconnected molecules or ions with the total composition C5H31N2O8S, with ωB97M-V with the def2-TZVPD basis set.

- HOMO level (alpha / beta) (eV) = -2.037 / -9.482
- frontier orbital gap (alpha / beta) (eV) = 2.3 / 9.6
- charge = 0
- multiplicity = 2

Geometry as XYZ:
```
47
C5H31N2O8S (ωB97M-V with the def2-TZVPD basis set)
N -0.5450 0.2773 -0.9968
C -1.9884 0.1812 -0.5276
C -2.2823 -1.3092 -0.5177
S -2.1804 -1.9508 -2.2632
C -1.9974 0.7587 0.8873
N -1.2713 2.0707 0.8671
C -2.2449 3.1694 0.7700
C -0.5302 2.1282 2.1464
H -0.0269 1.0638 -0.5783
H 0.0428 -0.4560 -0.5699
H -0.6145 0.3204 -2.0193
H -2.5564 0.8033 -1.2103
H -1.5026 -1.8746 -0.0179
H -3.2119 -1.6003 -0.0344
H -3.4991 -1.8820 -2.4806
H -1.4854 0.0800 1.5675
H -2.9832 1.0028 1.2933
H -2.8810 3.2817 1.6509
H -2.8420 2.9629 -0.1125
H -1.6299 4.0436 0.5545
H -1.2223 2.1651 3.0144
H -0.0451 3.0884 2.2935
H 0.0453 1.2100 2.1872
H -0.4958 -1.9537 2.6058
H -0.0701 -3.3486 2.1595
O -0.6043 -2.5958 1.8957
H 3.3948 -0.5851 1.6091
H 3.6406 -2.1322 1.8549
O 3.0190 -1.4720 1.5545
H 4.3796 0.0467 -0.5386
H 3.4492 0.5783 -1.5754
O 3.7086 -0.2501 -1.1696
H 1.7000 -0.6407 -2.2232
H 2.1102 0.0079 -3.5248
O 1.6221 0.1871 -2.7164
H 0.8868 -2.5794 -1.1000
H 2.2217 -1.8979 -0.3882
O 1.3342 -1.7990 -0.7698
H -0.9718 1.3886 -4.4814
H -0.0784 2.2718 -3.4812
O -0.7627 1.6083 -3.5798
H 3.2568 2.3465 3.0577
H 2.1339 2.5506 2.0146
O 2.8011 1.9217 2.3195
H 1.6360 -0.0484 3.8131
H 0.4003 -0.6805 4.5654
O 1.0947 -0.8394 3.9209
```

Atomic partial charges in e from the natural (NBO) method, atoms 1 to 4:
1 N -0.78
2 C -0.08
3 C -0.53
4 S -0.08

=====

No. 3
Computed, not measured: a single CH3O2PS molecule, with ωB97M-V with the def2-TZVPD basis set.

- HOMO level (alpha / beta) (eV) = -7.609 / -8.674
- frontier orbital gap (alpha / beta) (eV) = 6.3 / 8.3
- charge = 0
- multiplicity = 1
- relative energy (zero: lowest compared OMol25 entry of this formula, charge and spin) (kcal per mole) = 93.1

Geometry as XYZ:
```
8
CH3O2PS (ωB97M-V with the def2-TZVPD basis set)
C -0.5186 -0.9020 0.1356
O -2.4415 1.1935 0.6744
O -1.8060 -1.2461 0.1175
P 0.0980 0.7604 0.3851
S -3.0670 -0.1926 0.3884
H 0.0335 -1.7007 0.4922
H 1.4924 0.3049 0.0498
H 0.0135 1.3974 -0.8604
```

Atomic partial charges in e from the natural (NBO) method, atoms 1 to 4:
1 C -0.12
2 O -0.87
3 O -0.61
4 P 0.35

=====

No. 4
Computed, not measured: 6 unconnected molecules or ions with the total composition CH14O5, with ωB97M-V with the def2-TZVPD basis set.

- HOMO level (eV) = -11.335
- frontier orbital gap (eV) = 11.9
- charge = 0
- structure (SMILES) = C.O.O.O.O.O
- multiplicity = 1
- relative energy (zero: lowest compared OMol25 entry of this formula, charge and spin) (kcal per mole) = 5.5

Geometry as XYZ:
```
20
CH14O5 (ωB97M-V with the def2-TZVPD basis set)
C -2.1453 2.0359 -1.3709
H -2.2044 0.9570 -1.5322
H -1.1135 2.3425 -1.2223
H -2.4677 2.4552 -2.3251
H -2.7911 2.2176 -0.5183
O 0.9492 -3.4702 -0.3162
H 0.5738 -3.0731 0.4915
H 0.2942 -4.1636 -0.5059
O -0.7036 0.8305 1.8567
H -0.3130 0.8437 2.7397
H -0.1274 1.3887 1.3091
O 1.6206 -0.7910 -1.0320
H 1.9980 -1.6841 -1.0193
H 0.7926 -0.9550 -1.4841
O 1.3286 1.9490 -0.1076
H 1.4413 1.0111 -0.2877
H 2.1477 2.4082 -0.2939
O 0.0214 -1.7514 1.9492
H -0.2582 -0.9284 1.5318
H 0.9568 -1.6225 2.1376
```

Atomic partial charges in e from the natural (NBO) method, atoms 1 to 4:
1 C -0.86
2 H 0.20
3 H 0.23
4 H 0.21

=====

| no. | calculated total energy (eV) |
| --- | --- |
| 1 | -86113.1553 |
| 2 | -35879.8435 |
| 3 | -25300.7373 |
| 4 | -11502.1580 |